{"formula": "C16H36N3O2", "method": "ωB97M-V/def2-TZVPD", "symbols": ["C", "C", "C", "C", "C", "N", "C", "C", "C", "C", "C", "H", "H", "H", "H", "H", "H", "H", "H", "H", "H", "H", "H", "H", "H", "H", "H", "H", "H", "H", "H", "H", "H", "C", "C", "O", "N", "C", "H", "H", "H", "H", "H", "H", "H", "C", "C", "O", "N", "C", "H", "H", "H", "H", "H", "H", "H"], "xyz": [[0.888, -1.771, 1.036], [0.845, -0.277, 1.389], [0.593, 0.651, 0.183], [-0.275, 1.896, 0.453], [-1.673, 1.898, -0.162], [-2.734, 1.036, 0.499], [-2.835, 1.249, 1.985], [-4.029, 0.472, 2.527], [-3.871, -1.017, 2.240], [-3.742, -1.260, 0.732], [-2.628, -0.419, 0.114], [1.457, -2.333, 1.782], [-0.108, -2.230, 0.983], [1.372, -1.923, 0.064], [1.804, -0.027, 1.858], [0.097, -0.102, 2.172], [0.138, 0.109, -0.651], [1.560, 1.007, -0.188], [0.190, 2.773, -0.013], [-0.320, 2.141, 1.519], [-1.626, 1.539, -1.197], [-2.100, 2.906, -0.146], [-3.619, 1.361, 0.113], [-2.890, 2.326, 2.158], [-1.901, 0.871, 2.401], [-4.122, 0.681, 3.595], [-4.947, 0.854, 2.060], [-4.711, -1.581, 2.647], [-2.964, -1.390, 2.739], [-4.693, -1.035, 0.233], [-3.511, -2.306, 0.509], [-1.643, -0.738, 0.446], [-2.628, -0.443, -0.978], [5.107, -0.765, 1.546], [4.601, 0.074, 2.698], [3.589, -0.227, 3.313], [5.318, 1.175, 3.034], [6.546, 1.663, 2.439], [4.423, -1.599, 1.418], [5.154, -0.187, 0.622], [6.107, -1.152, 1.747], [4.943, 1.676, 3.823], [7.361, 1.675, 3.164], [6.422, 2.671, 2.042], [6.839, 1.015, 1.620], [-0.621, -2.137, -4.209], [-0.871, -0.666, -3.983], [-0.779, -0.170, -2.861], [-1.185, 0.093, -5.051], [-1.314, -0.318, -6.438], [-0.373, -2.587, -3.253], [-1.499, -2.630, -4.626], [0.207, -2.292, -4.901], [-1.306, 1.071, -4.840], [-0.587, 0.194, -7.068], [-2.314, -0.108, -6.817], [-1.140, -1.386, -6.522]], "orbital_gap_ha": 0.336, "total_energy_ha": -945.8136, "fmax_ha_per_bohr": 0.007, "e_above_lowest_kj_mol": 0.0, "charge": 1}


{"formula": "C16H37Cl8NOP", "method": "ωB97M-V/def2-TZVPD", "symbols": ["C", "O", "C", "C", "C", "C", "C", "P", "C", "C", "N", "H", "H", "H", "H", "H", "H", "H", "H", "H", "H", "H", "H", "H", "H", "H", "H", "H", "H", "H", "H", "H", "Cl", "C", "C", "Cl", "H", "H", "H", "H", "Cl", "C", "C", "Cl", "H", "H", "H", "H", "Cl", "C", "C", "Cl", "H", "H", "H", "H", "Cl", "C", "C", "Cl", "H", "H", "H", "H"], "xyz": [[1.700, 3.432, 2.008], [0.655, 3.229, 1.061], [-0.022, 4.466, 0.835], [-1.109, 4.617, 1.945], [-2.437, 5.276, 1.441], [-3.340, 5.441, 2.707], [-4.707, 6.135, 2.433], [-5.973, 5.121, 1.518], [-5.459, 3.426, 0.989], [-5.014, 2.471, 2.148], [-3.710, 1.903, 1.817], [1.298, 3.757, 2.988], [2.234, 2.481, 2.209], [2.430, 4.179, 1.643], [-0.464, 4.462, -0.172], [0.710, 5.281, 0.975], [-1.397, 3.649, 2.397], [-0.676, 5.206, 2.774], [-2.160, 6.302, 1.130], [-2.914, 4.707, 0.632], [-2.783, 6.128, 3.370], [-3.426, 4.505, 3.284], [-4.510, 7.063, 1.868], [-5.175, 6.452, 3.383], [-6.259, 5.837, 0.319], [-7.205, 5.119, 2.234], [-4.704, 3.456, 0.189], [-6.358, 2.967, 0.532], [-5.719, 1.624, 2.231], [-5.048, 2.971, 3.141], [-3.224, 1.547, 2.626], [-3.137, 2.526, 1.271], [3.441, -2.282, 0.065], [1.990, -1.251, 0.123], [2.177, -0.047, 1.015], [2.297, -0.503, 2.735], [1.153, -1.864, 0.453], [1.794, -0.925, -0.898], [1.318, 0.618, 0.922], [3.073, 0.512, 0.751], [-0.770, -3.445, -1.726], [-2.221, -2.416, -1.667], [-2.028, -1.209, -0.778], [-1.894, -1.650, 0.943], [-3.056, -3.030, -1.334], [-2.422, -2.092, -2.687], [-2.886, -0.544, -0.869], [-1.132, -0.654, -1.052], [4.316, -6.612, -2.740], [3.294, -5.171, -2.968], [2.042, -5.479, -3.757], [2.398, -5.873, -5.458], [3.894, -4.405, -3.455], [3.024, -4.813, -1.975], [1.388, -4.607, -3.765], [1.494, -6.315, -3.326], [9.049, -7.860, -4.866], [7.772, -8.590, -3.862], [8.329, -9.262, -2.629], [9.274, -10.719, -3.026], [7.215, -9.291, -4.481], [7.099, -7.784, -3.570], [7.511, -9.582, -1.984], [8.969, -8.589, -2.064]], "orbital_gap_ha": 0.292, "total_energy_ha": -4784.4248, "fmax_ha_per_bohr": 0.040, "charge": 1}


{"formula": "C16H37F9O15S6", "method": "ωB97M-V/def2-TZVPD", "symbols": ["O", "S", "O", "O", "C", "C", "C", "F", "F", "C", "F", "F", "S", "F", "F", "F", "F", "F", "H", "H", "H", "H", "H", "O", "S", "O", "O", "C", "C", "C", "H", "H", "H", "H", "H", "H", "H", "H", "O", "S", "O", "O", "C", "C", "C", "H", "H", "H", "H", "H", "H", "H", "H", "O", "S", "O", "O", "C", "C", "C", "H", "H", "H", "H", "H", "H", "H", "H", "O", "S", "O", "O", "C", "C", "C", "H", "H", "H", "H", "H", "H", "H", "H"], "xyz": [[7.920, -3.320, -2.719], [7.060, -3.858, -3.740], [7.963, -4.027, -5.076], [6.225, -2.593, -4.387], [5.592, -1.763, -3.399], [4.183, -1.431, -3.839], [3.211, -2.596, -3.629], [3.475, -3.563, -4.530], [3.368, -3.081, -2.372], [1.747, -2.077, -3.768], [1.458, -1.440, -2.605], [1.666, -1.162, -4.760], [0.433, -3.425, -4.041], [-0.268, -3.108, -2.653], [1.329, -4.519, -3.352], [1.035, -3.746, -5.461], [-0.518, -2.336, -4.715], [-0.678, -4.514, -4.306], [7.913, -3.201, -5.576], [6.151, -0.835, -3.364], [5.632, -2.197, -2.406], [3.847, -0.550, -3.304], [4.210, -1.210, -4.900], [-2.701, 2.756, 1.093], [-1.292, 2.675, 0.859], [-0.733, 3.226, -0.340], [-0.835, 1.158, 0.996], [-1.544, 0.171, 0.220], [-1.131, 0.172, -1.238], [-0.416, 3.300, 2.247], [-2.619, 0.317, 0.332], [-1.296, -0.785, 0.679], [-1.443, 1.088, -1.738], [-1.587, -0.671, -1.758], [-0.049, 0.102, -1.328], [-0.815, 2.848, 3.148], [-0.564, 4.378, 2.260], [0.639, 3.067, 2.134], [-1.279, 9.152, -0.531], [-2.412, 8.872, -1.360], [-3.626, 8.391, -0.780], [-1.960, 7.898, -2.529], [-1.279, 6.674, -2.161], [-2.215, 5.609, -1.633], [-2.771, 10.270, -2.367], [-0.489, 6.901, -1.444], [-0.799, 6.332, -3.076], [-2.645, 5.898, -0.675], [-1.678, 4.674, -1.493], [-3.042, 5.447, -2.326], [-1.852, 10.611, -2.835], [-3.174, 11.040, -1.713], [-3.508, 9.983, -3.111], [-1.222, -8.032, -0.433], [-1.568, -6.688, -0.086], [-1.031, -6.087, 1.095], [-3.156, -6.563, -0.057], [-3.887, -7.511, 0.748], [-3.824, -7.187, 2.227], [-1.287, -5.621, -1.456], [-3.526, -8.520, 0.544], [-4.914, -7.453, 0.394], [-2.817, -7.316, 2.619], [-4.494, -7.846, 2.781], [-4.116, -6.152, 2.406], [-1.734, -6.062, -2.341], [-0.212, -5.533, -1.574], [-1.725, -4.653, -1.237], [0.607, 2.145, 5.016], [0.408, 2.394, 6.414], [1.499, 2.827, 7.227], [-0.262, 1.111, 7.065], [0.383, -0.165, 6.857], [1.606, -0.348, 7.732], [-0.950, 3.492, 6.635], [0.625, -0.284, 5.800], [-0.372, -0.909, 7.104], [2.404, 0.336, 7.447], [1.980, -1.367, 7.639], [1.363, -0.152, 8.776], [-1.790, 3.138, 6.043], [-0.628, 4.473, 6.293], [-1.201, 3.526, 7.691]], "orbital_gap_ha": 0.397, "total_energy_ha": -5048.2376, "fmax_ha_per_bohr": 0.028, "charge": 0}


{"formula": "C16H37N3O13V3", "method": "ωB97M-V/def2-TZVPD", "symbols": ["O", "V", "O", "V", "O", "V", "C", "O", "O", "O", "C", "O", "O", "O", "C", "O", "C", "C", "N", "C", "C", "O", "C", "H", "H", "H", "H", "H", "H", "H", "H", "H", "H", "H", "H", "H", "H", "H", "C", "C", "C", "O", "C", "N", "H", "H", "H", "H", "H", "H", "H", "H", "H", "H", "H", "C", "C", "C", "O", "C", "N", "H", "H", "H", "H", "H", "H", "H", "H", "H", "H", "H"], "xyz": [[-1.648, -0.658, 0.058], [-1.586, 0.916, -0.247], [-1.781, 4.794, -0.779], [-0.978, 4.210, 0.486], [2.047, 1.254, 2.690], [0.497, 1.579, 2.592], [0.865, 2.165, -0.171], [0.599, 1.103, 0.428], [-0.111, 2.575, -0.746], [0.893, 2.943, 0.778], [-2.149, 2.387, 2.108], [-2.473, 2.646, 0.933], [-1.639, 1.265, 2.138], [-1.257, 3.132, 2.400], [0.471, -1.055, -2.361], [-0.490, -0.030, -2.218], [-0.785, 0.691, -3.369], [-1.945, 1.658, -3.132], [-2.757, 1.037, -2.073], [-3.945, 1.811, -1.904], [-5.003, 1.070, -1.003], [-4.274, 0.686, 0.169], [-4.979, 0.374, 1.327], [1.412, -0.638, -2.717], [0.224, -1.851, -3.065], [0.507, -1.521, -1.376], [-1.053, -0.007, -4.163], [0.029, 1.272, -3.802], [-2.506, 1.836, -4.050], [-1.526, 2.631, -2.875], [-3.050, 0.186, -2.531], [-4.403, 1.947, -2.883], [-3.793, 2.816, -1.511], [-5.382, 0.136, -1.419], [-5.858, 1.711, -0.785], [-5.449, 1.239, 1.796], [-4.359, -0.007, 2.137], [-5.773, -0.373, 1.317], [3.219, -1.811, -0.182], [4.008, -1.241, -1.411], [4.852, 0.051, -1.104], [4.060, 1.128, -0.516], [4.792, 2.359, -0.358], [4.901, -2.246, -2.014], [2.737, -2.761, -0.410], [2.450, -1.084, 0.082], [3.862, -2.024, 0.672], [3.266, -0.925, -2.145], [5.412, 0.476, -1.937], [5.647, -0.176, -0.395], [5.288, 2.683, -1.273], [5.607, 2.374, 0.366], [4.125, 3.141, 0.003], [4.489, -3.144, -2.224], [5.386, -1.929, -2.841], [2.087, -2.032, 2.868], [0.622, -1.794, 2.605], [-0.322, -2.956, 2.881], [-1.609, -2.589, 2.393], [-2.182, -3.451, 1.461], [0.200, -0.618, 3.325], [2.290, -2.214, 3.923], [2.774, -1.228, 2.602], [2.336, -2.953, 2.341], [0.473, -1.600, 1.543], [-0.311, -3.233, 3.935], [0.065, -3.835, 2.366], [-3.226, -3.215, 1.255], [-2.064, -4.497, 1.745], [-1.571, -3.242, 0.583], [-0.798, -0.744, 3.410], [0.545, -0.599, 4.274]], "orbital_gap_ha": [0.227, 0.254], "total_energy_ha": -4605.7640, "fmax_ha_per_bohr": 0.278, "multiplicity": 5, "e_above_lowest_kj_mol": 59.7, "charge": 1}


{"formula": "C16H37NO2S", "method": "ωB97M-V/def2-TZVPD", "symbols": ["C", "C", "S", "C", "O", "C", "N", "O", "H", "H", "H", "H", "H", "H", "H", "H", "H", "C", "C", "C", "C", "C", "C", "H", "H", "H", "H", "H", "H", "H", "H", "H", "H", "H", "H", "H", "H", "C", "C", "C", "C", "C", "C", "H", "H", "H", "H", "H", "H", "H", "H", "H", "H", "H", "H", "H", "H"], "xyz": [[3.244, 3.412, 1.523], [3.800, 3.485, -0.001], [3.351, 1.882, -0.800], [4.595, 1.364, -2.079], [5.556, 2.373, -2.452], [6.666, 2.406, -1.588], [7.286, 3.733, -1.387], [7.155, 1.451, -0.979], [2.152, 3.113, 1.484], [3.885, 2.621, 2.053], [3.412, 4.389, 2.075], [3.338, 4.404, -0.494], [4.911, 3.686, 0.093], [3.996, 1.133, -3.031], [5.041, 0.377, -1.749], [7.109, 3.990, -0.398], [6.690, 4.399, -1.918], [-0.409, -3.631, -3.853], [0.055, -3.939, -2.435], [-0.643, -3.091, -1.372], [-0.404, -1.581, -1.474], [1.061, -1.146, -1.425], [1.749, -1.496, -0.114], [-0.182, -2.601, -4.137], [0.094, -4.290, -4.566], [-1.487, -3.787, -3.952], [1.141, -3.818, -2.370], [-0.148, -4.994, -2.225], [-0.331, -3.442, -0.382], [-1.723, -3.272, -1.426], [-0.948, -1.089, -0.660], [-0.850, -1.206, -2.402], [1.103, -0.060, -1.559], [1.619, -1.580, -2.261], [1.232, -1.039, 0.733], [2.778, -1.127, -0.120], [1.788, -2.577, 0.045], [-5.794, 2.074, 2.136], [-5.907, 0.564, 2.300], [-4.925, -0.010, 3.322], [-3.443, 0.174, 2.984], [-3.003, -0.413, 1.641], [-3.172, -1.924, 1.560], [-4.811, 2.367, 1.760], [-6.541, 2.433, 1.423], [-5.965, 2.583, 3.088], [-5.775, 0.078, 1.328], [-6.925, 0.325, 2.625], [-5.139, -1.076, 3.455], [-5.116, 0.456, 4.296], [-2.847, -0.281, 3.783], [-3.197, 1.241, 2.997], [-1.945, -0.174, 1.491], [-3.545, 0.063, 0.819], [-2.606, -2.424, 2.350], [-2.805, -2.291, 0.598], [-4.221, -2.218, 1.647]], "orbital_gap_ha": 0.345, "total_energy_ha": -1235.2192, "fmax_ha_per_bohr": 0.067, "smiles": "CCSCOC(N)=O.CCCCCC.CCCCCC", "charge": 0}


{"formula": "C16H37NO7PS", "method": "ωB97M-V/def2-TZVPD", "symbols": ["C", "O", "C", "C", "C", "C", "C", "C", "C", "C", "C", "O", "P", "O", "C", "O", "S", "O", "O", "H", "H", "H", "H", "H", "H", "H", "H", "H", "H", "H", "H", "H", "H", "H", "H", "H", "H", "H", "H", "H", "H", "H", "C", "N", "C", "C", "C", "C", "O", "H", "H", "H", "H", "H", "H", "H", "H", "H", "H", "H", "H", "H", "H"], "xyz": [[-3.013, 2.457, 1.610], [-2.086, 3.519, 1.123], [-2.728, 4.080, -0.088], [-1.673, 4.697, -1.184], [-0.900, 3.578, -2.101], [0.410, 2.890, -1.389], [0.100, 1.476, -0.608], [-0.751, 0.382, -1.544], [-0.577, -1.106, -0.799], [-1.946, -2.002, -0.791], [-2.581, -2.385, -2.239], [-3.605, -3.452, -1.975], [-3.585, -0.955, -3.079], [-4.965, -1.437, -3.680], [-1.542, -3.035, -3.328], [-0.606, -1.968, -3.712], [0.786, -2.248, -2.779], [1.848, -1.240, -3.374], [0.651, -1.813, -1.158], [-3.222, 1.621, 0.806], [-2.593, 1.967, 2.596], [-4.054, 3.012, 1.782], [-3.422, 4.978, 0.276], [-3.487, 3.296, -0.572], [-2.325, 5.368, -1.925], [-0.876, 5.442, -0.709], [-1.705, 2.825, -2.494], [-0.490, 4.157, -3.059], [0.768, 3.656, -0.548], [1.345, 2.791, -2.123], [-0.376, 1.636, 0.451], [1.156, 0.952, -0.419], [-1.874, 0.757, -1.495], [-0.288, 0.419, -2.616], [-0.422, -0.797, 0.348], [-2.779, -1.395, -0.188], [-1.793, -3.012, -0.175], [-4.253, -3.022, -1.332], [-3.856, 0.092, -2.128], [-2.728, -0.369, -4.119], [-2.201, -3.323, -4.281], [-1.024, -3.991, -2.886], [2.449, 0.008, 2.442], [3.330, -1.198, 2.106], [4.354, -0.754, 1.065], [2.470, -2.301, 1.516], [4.110, -1.689, 3.358], [3.221, -2.194, 4.507], [2.369, -1.155, 4.972], [2.138, 0.471, 1.501], [1.556, -0.329, 2.973], [3.035, 0.717, 3.034], [3.819, -0.407, 0.175], [4.987, -1.612, 0.816], [4.954, 0.056, 1.491], [1.694, -2.575, 2.236], [3.111, -3.158, 1.295], [2.004, -1.925, 0.601], [4.716, -0.841, 3.692], [4.774, -2.494, 3.019], [3.854, -2.509, 5.344], [2.614, -3.046, 4.202], [1.701, -1.563, 5.559]], "orbital_gap_ha": 0.344, "total_energy_ha": -1952.2846, "fmax_ha_per_bohr": 0.126, "e_above_lowest_kj_mol": 135.1, "charge": 1}


{"formula": "C16H38AsIrN6O5Si2", "method": "ωB97M-V/def2-TZVPD", "symbols": ["Ir", "N", "C", "C", "O", "N", "C", "C", "O", "O", "H", "H", "H", "H", "H", "H", "N", "C", "C", "C", "C", "N", "C", "N", "N", "C", "O", "O", "H", "H", "H", "H", "H", "H", "H", "H", "H", "H", "H", "H", "H", "H", "C", "Si", "C", "C", "As", "Si", "C", "C", "C", "H", "H", "H", "H", "H", "H", "H", "H", "H", "H", "H", "H", "H", "H", "H", "H", "H", "H"], "xyz": [[1.652, -0.613, 1.028], [2.969, -1.718, 2.367], [4.051, -2.267, 1.547], [4.517, -1.194, 0.633], [5.692, -0.964, 0.445], [3.478, -0.544, 0.046], [3.755, 0.757, -0.518], [3.076, 1.779, 0.364], [2.976, 2.932, -0.012], [2.550, 1.272, 1.461], [3.327, -1.123, 3.107], [2.429, -2.477, 2.768], [3.647, -3.098, 0.972], [4.896, -2.622, 2.129], [3.327, 0.897, -1.510], [4.820, 0.967, -0.526], [-0.710, -0.925, 0.529], [-1.204, -2.163, 1.118], [-2.557, -2.645, 0.600], [-2.803, -2.664, -0.917], [-2.219, -3.850, -1.692], [-0.747, -3.863, -1.803], [-0.024, -2.985, -2.480], [1.274, -2.833, -2.217], [-0.598, -2.243, -3.445], [-0.096, -3.202, 0.994], [-0.381, -4.392, 0.994], [1.109, -2.736, 0.830], [-1.279, -0.132, 0.807], [-0.734, -0.969, -0.482], [-1.313, -1.998, 2.194], [-3.326, -2.007, 1.040], [-2.697, -3.652, 0.996], [-2.489, -1.729, -1.393], [-3.885, -2.724, -1.048], [-2.647, -3.874, -2.696], [-2.492, -4.774, -1.192], [-0.284, -4.386, -1.065], [1.616, -3.069, -1.297], [1.829, -2.189, -2.754], [-1.466, -2.556, -3.846], [-0.006, -1.706, -4.056], [-0.509, 2.628, -3.311], [-1.254, 2.814, -1.608], [-2.811, 1.764, -1.506], [-1.596, 4.603, -1.205], [0.330, 1.910, -0.085], [-0.359, 2.684, 2.063], [0.332, 4.384, 2.354], [-2.242, 2.684, 2.081], [0.163, 1.484, 3.417], [-1.124, 3.126, -4.067], [-0.415, 1.575, -3.592], [0.489, 3.074, -3.345], [-3.606, 2.189, -2.128], [-3.192, 1.702, -0.482], [-2.618, 0.746, -1.864], [-2.246, 5.050, -1.963], [-0.662, 5.170, -1.180], [-2.083, 4.713, -0.233], [-0.110, 5.115, 1.673], [1.413, 4.379, 2.193], [0.136, 4.710, 3.381], [-2.659, 3.238, 1.235], [-2.606, 3.164, 2.997], [-2.658, 1.670, 2.057], [1.106, 1.814, 3.860], [0.335, 0.479, 3.033], [-0.589, 1.410, 4.207]], "orbital_gap_ha": [0.250, 0.255], "total_energy_ha": -4256.1638, "fmax_ha_per_bohr": 0.063, "multiplicity": 2, "e_above_lowest_kj_mol": 302.4, "charge": 1}